# 1
The following is a DFT calculation (the ωB97M-V functional and the def2-TZVPD basis) of 3 unconnected molecules or ions with the total composition C3H14NO3S.

Its relative energy (zero: lowest compared OMol25 entry of this formula, charge and spin) is 1.270 eV. Its total charge is +1. The calculation puts the HOMO energy at -12.73 eV.

Geometry (Å):
C1 0.082 1.221 0.885
O1 1.160 0.846 1.703
C2 -0.437 -0.016 0.126
C3 -1.527 0.496 -0.831
S1 -3.121 -0.396 -0.612
N1 0.655 -0.830 -0.519
H1 -0.798 1.631 1.458
H2 0.497 1.987 0.327
H3 0.970 1.039 2.598
H4 -0.826 -0.704 0.989
H5 -1.720 1.557 -0.683
H6 -1.121 0.497 -1.869
H7 -3.705 -0.118 -1.763
H8 1.566 -0.428 -0.186
H9 0.608 -1.845 -0.176
H10 0.604 -0.897 -1.555
H11 1.488 1.512 -2.109
H12 2.908 0.837 -2.236
O2 1.902 0.676 -2.231
H13 0.033 -1.584 2.271
H14 0.429 -3.048 2.569
O3 0.353 -2.433 1.843


# 2
The following is a DFT calculation (the ωB97M-V functional and the def2-TZVPD basis) of a single C4H7NO2 molecule.

Its relative energy (zero: lowest compared OMol25 entry of this formula, charge and spin) is 4.773 eV. The calculation puts the HOMO energy at -10.32 eV.

Geometry (Å):
C1 -1.427 -1.726 0.161
C2 -0.518 -0.796 0.560
C3 -0.049 1.636 -0.242
C4 0.229 0.108 -0.396
N1 1.624 -0.130 -0.043
O1 2.437 -0.484 -0.849
O2 1.962 0.126 1.080
H1 -1.960 -2.096 1.043
H2 -1.838 -1.890 -0.883
H3 -0.119 -0.704 1.589
H4 0.149 2.044 0.710
H5 0.578 2.306 -0.862
H6 -1.043 1.742 -0.456
H7 -0.026 -0.136 -1.411


# 3
The following is a DFT calculation (the ωB97M-V functional and the def2-TZVPD basis) of a molecular structure, C24H17INO4SV.

Its relative energy (zero: lowest compared OMol25 entry of this formula, charge and spin) is 0.000 eV. The calculation puts the HOMO energy (spin up / spin down) at -8.48 / -8.50 eV. As for the multiplicity: 3.

Geometry (Å):
V1 0.821 -0.063 -1.650
O1 0.968 -0.303 0.407
C1 0.450 -1.551 0.954
C2 -0.148 -2.329 -0.248
O2 -0.733 -3.359 -0.047
O3 0.066 -1.789 -1.424
C3 1.593 -2.384 1.505
C4 2.891 -2.218 1.032
C5 3.918 -3.017 1.518
C6 3.653 -3.995 2.462
C7 2.352 -4.181 2.914
C8 1.327 -3.382 2.439
C9 -0.603 -1.165 1.977
C10 -0.191 -0.700 3.224
C11 -1.115 -0.216 4.136
C12 -2.464 -0.193 3.810
C13 -2.880 -0.655 2.570
C14 -1.954 -1.138 1.655
H1 1.728 0.005 0.917
H2 3.113 -1.489 0.260
H3 4.924 -2.876 1.145
H4 4.453 -4.618 2.838
H5 2.135 -4.954 3.639
H6 0.312 -3.534 2.782
H7 0.860 -0.726 3.489
H8 -0.781 0.140 5.102
H9 -3.188 0.180 4.522
H10 -3.930 -0.643 2.310
H11 -2.295 -1.503 0.696
I1 0.451 0.036 -4.414
C15 -0.700 1.768 -4.172
C16 -1.152 2.406 -5.288
C17 -1.958 3.553 -5.144
C18 -2.284 4.000 -3.898
C19 -1.818 3.336 -2.737
C20 -2.178 3.797 -1.447
C21 -1.735 3.153 -0.333
C22 -0.890 2.027 -0.459
C23 -0.493 1.526 -1.680
C24 -0.987 2.190 -2.850
H12 -0.903 2.040 -6.275
H13 -2.316 4.066 -6.027
H14 -2.910 4.876 -3.775
H15 -2.816 4.670 -1.370
H16 -2.017 3.502 0.652
H17 -0.554 1.550 0.454
O4 3.474 2.633 -2.339
S1 3.800 1.244 -2.064
N1 2.705 0.285 -1.771


> What is the formula in the first record?

C3H14NO3S


> relative energy (zero: lowest compared OMol25 entry of this formula, charge and spin) of number 2 (C4H7NO2)?

4.773 eV